No. 1
Below is a structure of composition C5H10O2, with properties calculated with ωB97M-V with the def2-TZVPD basis set.

The calculation puts the gap between HOMO and LUMO at 11.10 eV. The total energy comes out at -9440.9244 eV. The calculation puts the energy relative to the best compared isomer or geometry (same formula, charge and spin) at 48.86 kcal/mol. Its largest force on an atom is 0.4 eV/Å. Its LUMO energy is 1.053 eV. Its HOMO energy is -10.0 eV.

Structure (XYZ):
```
17
Properties=species:S:1:pos:R:3:forces:R:3
C -2.294 -0.565 0.168 0.027 0.020 0.056
C -1.062 0.261 -0.185 -0.042 -0.182 -0.175
O -1.012 1.490 0.508 0.068 0.022 0.221
C 0.294 -0.431 -0.070 -0.229 -0.104 -0.278
C 1.413 0.242 -0.865 0.129 0.082 0.014
C 2.221 0.040 0.417 0.293 0.066 0.025
O 1.005 -0.181 1.168 -0.112 -0.102 0.089
H -3.185 -0.024 -0.170 0.115 -0.117 0.134
H -2.267 -1.534 -0.348 -0.004 0.182 0.105
H -2.385 -0.736 1.245 0.095 -0.007 -0.084
H -1.140 0.505 -1.249 -0.068 0.027 -0.119
H -0.359 1.355 1.213 -0.128 0.125 0.000
H 0.216 -1.513 -0.239 -0.032 0.110 -0.041
H 1.745 -0.217 -1.797 0.022 0.009 0.142
H 1.164 1.298 -1.013 0.101 -0.182 -0.072
H 2.807 0.877 0.807 -0.123 -0.084 -0.036
H 2.840 -0.868 0.411 -0.114 0.133 0.019
```
Forces are in eV/Å.

No. 2
Below is a cluster of 2 separate species, C5H10O2 in total in a non-equilibrium geometry, with properties calculated with ωB97M-V with the def2-TZVPD basis set.

The calculation puts the gap between HOMO and LUMO at 10.24 eV. The total energy comes out at -9440.6291 eV. The calculation puts the energy relative to the best compared isomer or geometry (same formula, charge and spin) at 55.67 kcal/mol. Its largest force on an atom is 2.4 eV/Å. Its LUMO energy is 0.740 eV. Its SMILES is CC(=O)CO.C=C. Its HOMO energy is -9.5 eV.

Structure (XYZ):
```
17
Properties=species:S:1:pos:R:3:forces:R:3
C 2.029 -0.930 -0.056 -0.511 0.132 -0.940
C 1.157 0.019 0.722 0.588 0.313 2.306
O 1.559 1.130 1.060 -0.958 -1.401 -0.786
C -0.089 -0.631 1.449 0.309 0.884 -0.639
O -0.777 -1.619 0.718 -0.056 0.190 -0.551
H 1.446 -1.765 -0.449 0.102 -0.010 0.146
H 2.470 -0.395 -0.902 0.170 -0.069 0.204
H 2.820 -1.313 0.592 -0.076 0.128 0.014
H 0.321 -1.097 2.348 0.027 -0.083 -0.073
H -0.782 0.154 1.769 0.264 0.144 0.004
H -1.261 -1.163 0.002 0.253 -0.259 0.445
C -1.109 1.635 -0.795 0.102 -0.591 -0.662
C -1.864 0.879 -1.604 0.377 0.680 0.444
H -1.549 2.289 -0.049 0.100 -0.114 -0.027
H -0.011 1.615 -0.873 -0.704 0.210 0.045
H -2.947 0.911 -1.541 0.085 -0.099 -0.043
H -1.416 0.281 -2.392 -0.073 -0.057 0.114
```
Forces are in eV/Å.

No. 3
Below is a cluster of 2 separate species, C5H10O2 in total, with properties calculated with ωB97M-V with the def2-TZVPD basis set.

The calculation puts the gap between HOMO and LUMO at 9.87 eV. The total energy comes out at -9441.1656 eV. The calculation puts the energy relative to the best compared isomer or geometry (same formula, charge and spin) at 43.29 kcal/mol. Its largest force on an atom is 0.5 eV/Å. Its LUMO energy is 0.919 eV. Its SMILES is C=C(C)O.CC=O. Its HOMO energy is -9.0 eV.

Structure (XYZ):
```
17
Properties=species:S:1:pos:R:3:forces:R:3
C -1.489 -0.170 -0.642 0.000 -0.039 0.110
C -1.163 0.125 0.623 -0.110 0.188 -0.176
C -1.167 1.514 1.185 -0.011 0.058 0.005
O -0.820 -0.778 1.573 -0.042 -0.076 -0.085
H -1.606 -1.193 -0.990 0.125 0.110 0.107
H -1.722 0.626 -1.342 0.012 -0.108 0.154
H -0.222 1.722 1.699 -0.119 -0.037 -0.095
H -1.965 1.591 1.931 0.105 0.023 -0.061
H -1.337 2.262 0.409 0.004 -0.126 0.103
H -0.418 -1.562 1.164 -0.132 0.067 0.109
C 2.003 -0.019 -0.873 0.007 0.046 0.022
C 1.283 -1.330 -0.721 0.069 -0.119 0.224
O 1.279 -1.975 0.307 0.013 0.204 -0.495
H 1.657 0.523 -1.757 0.050 -0.074 0.130
H 3.077 -0.215 -0.973 -0.122 -0.003 -0.008
H 1.856 0.590 0.024 0.038 -0.113 -0.110
H 0.753 -1.711 -1.616 0.113 -0.003 0.066
```
Forces are in eV/Å.